No. 1
Formula: C5H12N2O
Source: the OMol25 dataset
Level of theory: the ωB97M-V functional and the def2-TZVPD basis

As for the total charge: 0. Its SMILES is C=C(N)C[C@H](N)CO.

CARTESIAN COORDINATES (ANGSTROEM)
C1 -1.3494 -1.5446 0.8671
O1 -1.4787 -2.7665 0.1525
C2 -0.7355 -0.4384 -0.0437
C3 0.7068 -0.1884 0.3722
C4 1.4215 0.9483 -0.4024
C5 1.3622 0.8651 -1.7258
N1 1.9503 1.9197 0.4287
N2 -1.4950 0.7980 0.3895
H1 -2.3659 -1.2419 1.1602
H2 -0.5843 -1.8049 1.5894
H3 -2.2807 -2.8871 -0.3687
H4 -0.8558 -0.6542 -1.0968
H5 0.7778 -0.1094 1.4570
H6 1.3523 -1.0956 0.1367
H7 1.6666 1.5562 -2.4942
H8 0.9743 -0.0416 -2.2113
H9 2.7612 2.4821 0.2388
H10 1.6378 1.9121 1.3783
H11 -1.0295 1.6569 0.1045
H12 -2.4357 0.6344 0.0682

Forces on atoms 1 to 3 (eV/Å):
-0.2069 -0.4351 -2.4442
0.3401 -1.1912 -0.3028
-0.6363 1.6244 2.4450



No. 2
Formula: C5H12N2O
Source: the OMol25 dataset
Level of theory: the ωB97M-V functional and the def2-TZVPD basis

As for the total charge: 0.

CARTESIAN COORDINATES (ANGSTROEM)
N1 -1.5671 1.8702 2.3274
C1 -0.9121 -0.6838 -2.3440
C2 0.1985 -1.2025 -1.6319
N2 0.8960 -0.1257 -0.9396
C3 0.1532 0.5988 0.0742
C4 -0.5802 -0.2406 1.1052
C5 2.1492 -0.6884 -0.3882
O1 0.7212 -2.3032 -1.6922
H1 -1.4784 2.0273 3.3249
H2 -2.2509 2.4983 1.9201
H3 -1.2863 -1.2615 -3.1752
H4 -1.1407 0.3363 -2.0689
H5 0.7399 1.3928 0.5437
H6 -0.6737 1.1640 -0.3765
H7 -1.2644 -0.9435 0.6340
H8 -1.1713 0.6264 1.6657
H9 -0.0384 -0.8033 1.8643
H10 2.8726 -0.8449 -1.1930
H11 2.0141 -1.5774 0.2161
H12 2.6187 0.1607 0.1337

Forces on atoms 1 to 3 (eV/Å):
1.2861 0.7866 -0.6864
0.9201 0.0005 0.3849
0.7693 1.1361 -0.3384



No. 3
Formula: C5H12N2O
Source: the OMol25 dataset
Level of theory: the ωB97M-V functional and the def2-TZVPD basis

As for the total charge: 0. Its SMILES is C=N/C=C/CCN.O.

CARTESIAN COORDINATES (ANGSTROEM)
C1 -0.0092 -0.0060 1.9362
C2 -1.3385 -0.1335 1.1662
C3 -1.1526 -0.4242 -0.2941
C4 -1.0191 0.5184 -1.2166
N1 -0.8352 0.2111 -2.5989
C5 0.2207 -0.3812 -2.9345
N2 0.8272 -1.1837 1.9769
H1 -0.2676 0.2712 2.9644
H2 0.5726 0.8427 1.5917
H3 -1.9057 -0.9297 1.6536
H4 -1.9165 0.7755 1.3465
H5 -1.0679 -1.4675 -0.5738
H6 -1.1743 1.5782 -1.0647
H7 1.0292 -0.6723 -2.2547
H8 0.3471 -0.6407 -3.9798
H9 0.3831 -1.9738 2.4198
H10 1.1797 -1.4424 1.0640
H11 2.8035 1.5003 -0.3006
H12 1.4356 1.9052 -0.8557
O1 1.8880 1.6523 -0.0455

Forces on atoms 1 to 3 (eV/Å):
-0.4447 0.2772 0.5671
0.1352 0.0034 0.3261
0.1141 0.3352 0.5839



No. 4
Formula: C5H12N2O
Source: the OMol25 dataset
Level of theory: the ωB97M-V functional and the def2-TZVPD basis

As for the total charge: 0. Its SMILES is C=NC(=C)CCN.O.

CARTESIAN COORDINATES (ANGSTROEM)
C1 -0.1241 -0.6381 2.1115
C2 -0.1381 0.4865 1.0392
C3 -1.2834 0.3518 0.0353
C4 -2.5465 0.2636 0.4468
C5 -0.6649 -0.4290 -2.0490
N1 -0.8197 0.5673 -1.2793
N2 -0.8899 -0.3892 3.3160
H1 0.9317 -0.7093 2.4349
H2 -0.3869 -1.5724 1.6203
H3 -0.2128 1.4333 1.5573
H4 0.7956 0.5102 0.4811
H5 -2.7234 0.4671 1.4999
H6 -3.4961 0.2259 -0.0708
H7 -0.7157 -1.4892 -1.8279
H8 -0.2195 -0.1855 -3.0096
H9 -1.6622 -1.0128 3.4060
H10 -1.1677 0.5775 3.3814
H11 5.0017 1.1586 -4.8374
H12 5.0900 -0.2685 -4.2237
O1 5.2321 0.6523 -4.0321

Forces on atoms 1 to 3 (eV/Å):
1.5618 0.6310 -0.3421
-0.7007 -0.6191 0.1157
0.2718 0.8022 0.4573



Sequential energy relative to the best compared isomer or geometry (same formula, charge and spin) output: 2.605 8.674 2.637 3.136 eV
Sequential orbital gap output: 9.1 3.5 9.3 9.6 eV